The following is a quantum chemistry calculation of a molecular structure, C31H50BrN2O2RuSSi in a non-equilibrium geometry, from the OMol25 dataset.

CARTESIAN COORDINATES (ANGSTROEM)
Ru1 -1.9407 -0.8241 0.4816
C1 3.0035 -2.7757 2.0895
C2 3.7937 -1.5572 1.5765
C3 5.3083 -1.8814 1.5625
C4 3.5313 -0.4202 2.5783
Si1 3.4224 -1.0609 -0.1987
Br1 0.3163 -1.3652 0.0028
C5 3.6634 -2.3203 -1.5582
C6 5.1110 -2.0389 -2.0390
C7 2.6831 -2.1756 -2.7398
C8 3.5500 -3.7666 -1.0512
C9 3.4491 0.7655 -0.6342
C10 4.9050 1.2004 -0.3232
C11 3.1507 1.0502 -2.1111
C12 2.4696 1.6214 0.1936
H1 3.3190 -2.9685 3.1188
H2 3.1815 -3.6842 1.5244
H3 1.9284 -2.5831 2.1130
H4 5.6082 -2.1044 2.5906
H5 5.9225 -1.0441 1.2232
H6 5.5491 -2.7555 0.9589
H7 3.8176 -0.7713 3.5738
H8 2.4742 -0.1481 2.6222
H9 4.1180 0.4740 2.3809
H10 5.2289 -1.0461 -2.4737
H11 5.3485 -2.7614 -2.8254
H12 5.8568 -2.1688 -1.2531
H13 2.7745 -1.2313 -3.2637
H14 1.6425 -2.3137 -2.4393
H15 2.9075 -2.9641 -3.4634
H16 4.3064 -4.0164 -0.3098
H17 3.7063 -4.4397 -1.8985
H18 2.5617 -3.9900 -0.6446
H19 5.6483 0.6325 -0.8877
H20 5.1560 1.1378 0.7342
H21 5.0079 2.2478 -0.6211
H22 3.8655 0.5866 -2.7884
H23 3.2244 2.1306 -2.2645
H24 2.1436 0.7439 -2.3989
H25 2.6346 1.5595 1.2645
H26 1.4269 1.3674 -0.0153
H27 2.6107 2.6673 -0.0950
C13 -3.3583 0.5168 3.5381
C14 -2.5445 -0.7244 3.5442
N1 -1.8414 -1.2485 2.5280
C15 -1.2034 -2.4014 3.0046
C16 -1.5284 -2.5567 4.3022
N2 -2.3592 -1.4970 4.6132
H28 -3.9225 0.6021 2.6121
H29 -2.7142 1.3923 3.6413
H30 -4.0632 0.5171 4.3676
H31 -0.5704 -3.0125 2.3859
H32 -1.2473 -3.3065 5.0224
H33 -2.7636 -1.3219 5.5231
O1 -1.8463 1.0136 -0.2643
S1 -3.0220 2.0807 -0.0388
C17 -2.1625 3.6045 -0.0538
C18 -2.7210 4.6196 0.7132
C19 -2.1159 5.8689 0.6870
C20 -0.9726 6.0686 -0.0731
C21 -0.4238 5.0311 -0.8238
C22 -1.0158 3.7811 -0.8226
C23 -3.9028 2.0421 -1.5603
C24 -5.2620 2.3162 -1.4954
C25 -5.9872 2.3352 -2.6799
C26 -5.3539 2.0669 -3.8851
C27 -3.9905 1.7850 -3.9262
C28 -3.2477 1.7715 -2.7576
H34 -3.6105 4.4505 1.3092
H35 -2.5348 6.6804 1.2664
H36 -0.4987 7.0412 -0.0789
H37 0.4617 5.2045 -1.4205
H38 -0.5990 2.9685 -1.4028
H39 -5.7485 2.5205 -0.5485
H40 -7.0457 2.5564 -2.6581
H41 -5.9250 2.0810 -4.8042
H42 -3.5053 1.5901 -4.8736
H43 -2.1846 1.5677 -2.7795
C29 -4.4323 -3.0629 0.6344
C30 -3.9588 -1.9021 -0.1965
C31 -4.4884 -1.8018 -1.6019
O2 -3.8333 -0.7087 0.4766
H44 -4.2719 -4.0034 0.1106
H45 -5.5074 -2.9297 0.7828
H46 -3.9473 -3.0968 1.6087
H47 -2.6817 -2.1803 -0.4092
H48 -5.5603 -1.6032 -1.5200
H49 -4.3461 -2.7403 -2.1337
H50 -4.0280 -0.9842 -2.1546

Computed properties:
gap between HOMO and LUMO (spin up / spin down): 6.659 / 5.190 eV
2S+1: 5
total charge: +3
energy relative to the best compared isomer or geometry (same formula, charge and spin): 173.4 kJ/mol
electronic energy: -131344.1360 eV
highest occupied orbital energy (spin up / spin down): -0.6144 / -0.6144 hartree

Atomic partial charges in e from the Mulliken method, atoms 1 to 6:
1 Ru -0.146
2 C -1.665
3 C 2.726
4 C -1.715
5 C -1.906
6 Si -2.410